Here is a structure of composition C20H14CaIN5O4S2 from the Open Molecules 2025 dataset. Energies are from the ωB97M-V functional and the def2-TZVPD basis.

The geometry in XYZ format:
```
47
Properties=species:S:1:pos:R:3:nbo_charge:R:1
C 0.22 2.51 1.46 0.56
C 2.32 -2.95 -0.02 -0.31
C -0.38 -1.15 -3.95 -0.26
H -0.07 -2.19 -3.88 0.21
C 2.19 -3.89 -1.10 0.30
H -0.79 -1.23 -6.04 0.19
C -0.71 0.99 -2.85 -0.26
H -1.22 2.85 -1.85 0.15
H -1.66 -3.32 1.51 0.41
C -1.43 5.24 3.53 -0.29
N -0.47 2.67 0.37 -0.47
H -1.49 1.17 -6.18 0.19
N 2.11 -4.64 -1.98 -0.39
O -1.23 -0.90 1.59 -0.72
C -1.10 4.40 2.47 -0.14
H -1.21 -3.60 3.10 0.41
C -1.25 -1.67 2.55 0.70
N -0.21 1.65 -0.56 -0.41
C -0.12 3.42 2.60 -0.21
I -2.66 -0.29 4.81 0.03
O 0.03 -0.94 -1.65 -0.84
C -0.33 -0.38 -2.74 0.42
N 0.21 -5.36 1.40 -0.45
S 3.30 -1.55 -0.28 -0.43
H -1.43 2.55 -4.13 0.19
C 0.54 3.28 3.84 0.42
C -0.77 -0.61 -5.15 -0.21
S 1.72 -2.25 2.60 -0.48
N -1.65 -2.96 2.45 -0.81
C -0.77 5.09 4.74 -0.20
C -0.90 -1.19 3.93 -0.58
O 1.13 1.61 1.65 -0.86
H -2.20 5.99 3.40 0.19
O 1.48 2.35 4.05 -0.71
C -0.72 1.89 -1.71 0.14
H 0.72 3.99 5.84 0.21
Ca 0.71 -0.34 0.40 1.77
C 0.87 -4.43 1.25 0.31
C -1.16 0.74 -5.23 -0.34
H 1.56 1.86 3.17 0.52
H -1.59 4.48 1.52 0.23
H -0.60 -1.99 4.60 0.24
C -1.13 1.50 -4.09 -0.15
H -0.16 -0.40 3.89 0.27
C 1.66 -3.23 1.15 -0.38
H -1.03 5.74 5.58 0.19
C 0.20 4.12 4.90 -0.32
```

* max |F|: 0.8 eV Å⁻¹
* orbital gap: 5.260 eV
* energy relative to the best compared isomer or geometry (same formula, charge and spin): 0.150 eV
* total charge: -2
* spin multiplicity: 1



Here is a structure of composition C20H14FeN2O3 from the Open Molecules 2025 dataset. Energies are from the ωB97M-V functional and the def2-TZVPD basis.

The geometry in XYZ format:
```
40
Properties=species:S:1:pos:R:3:nbo_charge:R:1
H -1.55 3.25 -1.54 0.25
C 1.15 4.93 0.40 0.50
H 0.76 3.01 -1.43 0.23
C -1.01 -4.25 -0.16 -0.15
H 2.49 -2.60 0.25 0.23
H -2.81 2.95 0.67 0.22
C 1.52 -3.08 0.08 -0.17
C -1.14 2.75 -0.69 -0.36
H -2.01 -4.72 -0.22 0.24
C 0.56 -2.53 -0.78 0.08
C 1.23 -4.22 0.82 -0.17
C -1.35 5.53 0.88 0.47
C 0.25 2.42 -0.68 -0.40
C 0.02 3.95 2.45 0.51
C 0.02 -0.75 -2.54 -0.60
C -1.70 1.18 1.17 -0.25
C 0.43 -0.12 0.05 -0.28
H 1.98 -4.64 1.52 0.24
H 0.62 -0.84 -3.47 0.24
H 2.05 1.41 -0.13 0.21
C 0.93 1.30 -0.17 -0.15
H -2.51 1.07 1.88 0.22
C -1.86 2.46 0.47 -0.40
C -0.71 -3.10 -0.87 -0.22
H -0.24 0.30 -2.40 0.23
H -0.95 -1.24 -2.61 0.22
Fe -0.39 4.05 0.71 0.39
O -1.57 6.61 1.24 -0.44
C -0.87 0.08 0.89 -0.17
C 0.77 -1.10 -1.24 -0.20
C 2.21 -0.94 -1.54 0.30
H -1.51 -2.63 -1.45 0.22
N 3.31 -0.53 -1.65 -0.32
N -0.44 -7.12 1.89 -0.30
H 1.08 -0.73 0.73 0.23
C -0.02 -4.83 0.66 -0.19
C -0.30 -6.04 1.37 0.28
H -1.11 -0.83 1.50 0.20
O 2.21 5.34 0.42 -0.44
O 0.45 4.21 3.51 -0.45
```

* ⟨S²⟩: 6.14
* max |F|: 6.7 eV Å⁻¹
* orbital gap (spin up / spin down): 5.751 / 6.064 eV
* spin multiplicity: 5



Here is a structure of composition C20H15BF4MoN5OS2 from the Open Molecules 2025 dataset. Energies are from the ωB97M-V functional and the def2-TZVPD basis.

The geometry in XYZ format:
```
49
Properties=species:S:1:pos:R:3:nbo_charge:R:1
H -1.89 1.58 -2.29 0.21
C 1.19 -3.34 1.43 -0.02
F -2.31 -0.29 1.18 -0.51
N 2.13 -1.17 1.87 -0.51
O -0.28 4.09 -1.95 -0.45
H 4.57 2.27 3.22 0.24
C 1.27 -1.90 1.26 0.50
C -3.19 -1.96 -2.14 -0.21
C -0.42 -2.58 0.00 0.52
C 3.37 0.61 2.63 -0.21
H -3.81 0.98 -3.62 0.24
C 0.12 -3.77 0.63 -0.10
Mo -0.30 0.40 0.15 1.28
C 3.75 1.93 2.61 -0.10
H 3.86 -0.12 3.24 0.25
C -3.86 -1.07 -2.94 -0.10
H -1.10 -5.42 -0.01 0.24
F -0.63 0.41 2.48 -0.50
C -3.36 0.23 -3.00 -0.26
C 1.91 -4.23 2.20 -0.16
C -2.04 -1.58 -1.42 0.42
F -1.40 -1.71 2.68 -0.53
H -3.51 -2.99 -2.04 0.25
H 2.10 -6.30 2.70 0.23
C -2.26 0.56 -2.24 0.08
C 2.31 0.16 1.81 0.42
C 1.55 -5.57 2.13 -0.18
H 3.32 3.83 1.68 0.24
B -1.82 -0.44 2.55 1.35
C 2.02 2.29 1.01 0.08
C 3.05 2.79 1.76 -0.26
H -4.73 -1.36 -3.51 0.24
C 0.48 -6.00 1.35 -0.18
C -0.30 2.98 -1.27 0.10
N 1.61 1.01 1.01 -0.52
N 0.30 -1.48 0.39 -0.71
S -1.25 2.71 0.10 0.06
N -1.60 -0.29 -1.44 -0.52
C -1.09 5.15 -1.46 -0.28
H -1.03 5.95 -2.20 0.23
F -2.70 0.02 3.42 -0.50
H -2.13 4.82 -1.35 0.21
N -1.44 -2.59 -0.78 -0.51
C -0.26 -5.10 0.58 -0.14
H 2.71 -3.89 2.83 0.24
S 0.69 1.66 -1.80 0.17
H -0.72 5.49 -0.49 0.21
H 0.21 -7.04 1.34 0.23
H 1.49 2.97 0.34 0.21
```

* max |F|: 4.4 eV Å⁻¹
* orbital gap: 5.001 eV
* total charge: +1
* spin multiplicity: 1



Here is an isolated molecule of C20H15BrFN3O4S from the Open Molecules 2025 dataset. Energies are from the ωB97M-V functional and the def2-TZVPD basis.

The geometry in XYZ format:
```
45
Properties=species:S:1:pos:R:3:nbo_charge:R:1
H 2.24 2.98 -1.69 0.23
C -1.37 -1.89 1.42 -0.28
S -2.36 0.58 0.71 2.22
C -1.93 -0.32 3.34 -0.23
C 0.16 2.38 -2.04 -0.29
C -0.37 0.37 5.06 -0.29
H -1.01 -2.49 2.23 0.26
H 2.16 2.32 0.72 0.22
F -2.03 1.39 -2.16 -0.28
N 0.99 -1.94 0.51 -0.29
H 1.43 0.30 -6.36 0.21
H 2.94 0.93 -4.73 0.23
C 1.35 -1.03 4.69 0.10
C 1.24 -0.02 -5.38 -0.18
H 2.81 -0.16 -2.35 0.24
N 1.59 -1.77 -0.65 -0.25
H -0.72 -0.91 -5.84 0.23
O -0.67 -1.65 -0.89 -0.38
O -3.17 1.59 1.55 -0.91
N -1.66 -0.50 1.87 -0.68
O 0.32 -1.47 3.99 -0.41
C -0.34 -1.83 0.39 0.43
C -0.72 -0.62 4.22 0.24
C 1.35 2.54 -1.31 -0.16
H -0.94 1.28 5.19 0.23
C -0.16 -1.37 -3.88 -0.05
C 0.26 1.56 0.57 -0.17
C 1.00 0.03 5.45 -0.32
C 0.57 -1.54 -1.45 0.42
H -2.25 0.66 3.53 0.25
C 2.03 -0.34 -3.10 -0.15
H -2.20 -2.51 0.91 0.23
H 1.65 0.60 6.07 0.22
H 0.25 2.70 -3.08 0.24
C 2.25 0.19 -4.38 -0.24
C -0.99 1.74 -1.48 0.49
C 0.02 -0.72 -5.14 -0.24
H 0.45 1.32 1.62 0.25
H 2.35 -1.43 4.74 0.21
C 0.82 -1.09 -2.79 -0.14
C 1.31 2.15 0.00 -0.23
C -0.93 1.29 -0.19 -0.40
H -2.66 -1.00 3.79 0.20
O -3.20 -0.17 -0.19 -0.90
Br -1.86 -2.12 -3.48 0.10
```

* max |F|: 5.0 eV Å⁻¹
* orbital gap: 8.568 eV
* energy relative to the best compared isomer or geometry (same formula, charge and spin): 2.236 eV
* spin multiplicity: 1



Here is a structure of composition C20H15ClI2N2O3Rh from the Open Molecules 2025 dataset. Energies are from the ωB97M-V functional and the def2-TZVPD basis.

The geometry in XYZ format:
```
44
Properties=species:S:1:pos:R:3:nbo_charge:R:1
C -3.33 -2.02 0.91 -0.21
Rh 0.47 -0.42 -0.06 1.31
H 2.38 -0.80 2.95 0.24
C -0.12 0.17 -4.18 -0.24
C 1.89 0.06 2.47 -0.27
N 2.31 0.29 0.07 -0.46
O -1.30 -1.32 0.04 -0.69
C 4.01 1.05 1.56 -0.23
H -0.10 0.41 2.21 0.42
I -4.08 -1.85 -1.03 0.19
C 4.85 1.36 0.50 -0.10
O -0.72 1.50 0.05 -0.58
C 0.05 -1.55 2.68 -0.24
C 4.39 1.11 -0.79 -0.24
H 0.65 -2.41 2.35 0.22
H 0.17 -1.45 3.77 0.22
C -4.14 -2.39 1.96 -0.25
I -4.79 -2.96 4.88 0.19
H -1.82 -2.30 4.42 0.22
H 2.73 0.41 -1.95 0.24
H 1.82 0.86 3.21 0.24
H 4.33 1.22 2.58 0.24
C 3.12 0.60 -0.96 0.07
C -0.73 0.96 -5.14 -0.13
C -1.51 2.04 -4.72 -0.12
C 2.77 0.51 1.32 0.22
H 5.00 1.31 -1.65 0.25
O 0.41 -0.39 -2.01 -0.66
Cl -2.27 3.03 -5.88 0.05
C -1.41 -1.80 2.40 -0.15
C -2.24 -2.19 3.44 -0.21
H -0.59 0.77 -6.19 0.24
H -2.28 3.17 -3.08 0.23
C -1.05 1.55 -2.36 -0.30
H -5.18 -2.61 1.80 0.25
H 0.49 -0.68 -4.48 0.23
C -1.22 1.96 -1.02 0.43
C -1.67 2.32 -3.36 -0.12
H -1.89 2.82 -0.89 0.19
C -0.24 0.40 -2.79 0.43
H 5.83 1.77 0.67 0.24
N 0.55 -0.35 2.00 -0.56
C -1.95 -1.69 1.07 0.38
C -3.59 -2.46 3.23 -0.16
```

* max |F|: 3.7 eV Å⁻¹
* orbital gap (spin up / spin down): 4.786 / 4.473 eV
* total charge: +1
* spin multiplicity: 1



Here is a structure of composition C20H15N3O7STeV from the Open Molecules 2025 dataset. Energies are from the ωB97M-V functional and the def2-TZVPD basis.

The geometry in XYZ format:
```
48
Properties=species:S:1:pos:R:3:nbo_charge:R:1
C 4.09 0.01 0.36 0.07
O 0.06 1.37 -0.05 -0.60
C -3.63 0.23 2.17 -0.52
N 1.85 -3.30 0.10 -0.71
Te -2.60 -0.27 0.33 0.78
C -1.43 -6.82 -0.07 -0.14
H 5.06 -0.45 0.34 0.27
C -5.23 3.01 0.18 -0.20
O 2.80 -5.27 1.36 -0.86
C -2.22 -5.67 -0.09 -0.18
C -4.65 1.24 1.71 -0.14
H 6.18 1.63 0.02 0.49
C 2.30 1.29 0.30 0.10
C 0.52 -5.48 0.00 -0.29
C -6.71 2.43 1.98 -0.17
C -6.40 3.22 0.89 -0.16
C -0.26 -4.33 -0.03 -0.11
H -2.25 -3.52 -0.09 0.21
H -7.63 2.58 2.52 0.25
O 1.09 3.39 0.11 -0.35
V 0.02 -0.27 0.03 1.33
C -5.84 1.43 2.39 -0.16
C -0.04 -6.74 -0.02 -0.15
O 5.80 2.49 -0.17 -0.62
H -3.30 -5.77 -0.12 0.25
S 2.24 -4.98 0.09 2.29
C 3.69 1.34 0.19 -0.19
O 0.11 -1.88 -0.02 -0.56
H -2.88 0.65 2.84 0.25
C 4.48 2.59 -0.12 0.77
H -6.09 0.80 3.24 0.23
H -1.90 -7.79 -0.09 0.25
C 1.14 2.22 0.11 0.75
H -4.07 -0.66 2.62 0.26
C 0.59 -3.14 0.01 0.56
H 0.57 -7.63 0.00 0.26
H 2.89 -1.77 0.54 0.48
H -5.00 3.61 -0.70 0.23
H -7.08 4.01 0.58 0.25
N 3.00 -0.74 0.54 -0.28
H -2.23 2.40 0.34 0.25
O 3.89 3.61 -0.31 -0.49
C -1.64 -4.41 -0.07 -0.18
O 2.93 -5.23 -1.12 -0.85
H -3.05 1.97 -1.17 0.26
C -3.03 1.80 -0.10 -0.60
C -4.34 2.03 0.59 0.00
N 1.90 0.01 0.50 -0.35
```

* ⟨S²⟩: 0.93
* max |F|: 5.3 eV Å⁻¹
* orbital gap (spin up / spin down): 4.645 / 6.051 eV
* energy relative to the best compared isomer or geometry (same formula, charge and spin): 1.742 eV
* total charge: +2
* spin multiplicity: 2